Entry 1:
{
  "formula": "C29H44BrN3P2V",
  "method": "ωB97M-V/def2-TZVPD",
  "symbols": ["C", "C", "C", "C", "N", "C", "C", "C", "C", "C", "C", "C", "C", "C", "V", "P", "H", "H", "H", "H", "H", "H", "H", "H", "C", "C", "H", "H", "H", "H", "H", "C", "C", "H", "H", "H", "H", "H", "C", "C", "H", "H", "H", "H", "H", "Br", "P", "C", "C", "H", "H", "H", "H", "H", "C", "C", "H", "H", "H", "H", "H", "C", "C", "H", "H", "H", "H", "H", "C", "C", "N", "C", "C", "N", "H", "H", "H", "H", "H", "H"],
  "positions_angstrom": [[3.03377, 4.88914, -0.56248], [2.01910, 4.06725, -1.07731], [1.91367, 3.93080, -2.48068], [2.77456, 4.69101, -3.28215], [3.68023, 5.51088, -2.76505], [3.82358, 5.62003, -1.45176], [1.01812, 3.52768, -0.19298], [0.11632, 3.19822, 0.56983], [-1.07900, 2.67861, 1.13661], [-1.06988, 1.41558, 1.82571], [-2.33376, 0.83815, 2.17539], [-3.36499, 1.16235, 1.27687], [-3.48060, 2.47828, 0.81078], [-2.30952, 3.29041, 0.86261], [-1.27423, -0.68849, 1.21643], [1.09189, -0.62636, 0.22643], [1.14568, 3.31145, -2.93284], [3.15505, 4.99821, 0.50911], [2.72011, 4.61708, -4.36635], [4.58293, 6.29886, -1.07479], [-2.34024, 4.35394, 0.60147], [-0.10851, 0.94820, 2.11335], [-4.42697, 2.86313, 0.45660], [-2.49584, -0.09642, 2.76811], [1.90460, -2.30526, 0.25669], [3.28904, -2.46728, -0.39066], [1.18853, -3.01404, -0.19776], [1.94747, -2.57904, 1.32433], [3.63691, -3.50266, -0.26930], [3.27074, -2.28680, -1.47459], [4.04780, -1.83320, 0.08782], [1.43044, -0.00207, -1.52153], [2.81825, 0.57998, -1.84647], [0.66362, 0.77832, -1.66854], [1.19936, -0.81655, -2.23207], [2.90709, 0.74147, -2.93360], [2.95655, 1.57262, -1.38792], [3.64386, -0.09437, -1.56770], [2.10551, 0.48778, 1.28879], [3.61945, 0.34342, 1.33938], [1.73428, 0.32070, 2.30763], [1.80829, 1.51077, 1.02858], [4.05112, 1.10565, 1.99753], [3.91948, -0.60885, 1.78156], [4.12051, 0.46750, 0.37793], [-4.62835, -0.35971, 0.90573], [-1.79464, -1.63664, -1.26517], [-0.73986, -2.54983, -2.44513], [-1.27293, -3.87447, -2.96143], [0.21196, -2.71507, -1.92476], [-0.51363, -1.88678, -3.28850], [-0.51768, -4.38179, -3.56509], [-1.51949, -4.55881, -2.15357], [-2.15346, -3.76365, -3.59512], [-2.87709, -2.88029, -0.43432], [-4.21170, -3.16615, -1.13107], [-3.08290, -2.50400, 0.59268], [-2.29018, -3.80455, -0.30525], [-4.82426, -3.82026, -0.49465], [-4.79411, -2.25230, -1.28985], [-4.08548, -3.66954, -2.09813], [-2.77235, -0.48037, -2.31213], [-3.28759, -1.01464, -3.64903], [-2.06925, 0.35076, -2.49167], [-3.58253, -0.05795, -1.69455], [-3.88946, -0.25529, -4.16448], [-2.45635, -1.25396, -4.31872], [-3.91826, -1.90569, -3.54742], [-0.25290, 1.11826, 4.52436], [-0.25171, -0.34257, 4.32900], [-0.49142, -1.11595, 3.26489], [-0.30461, -2.45364, 3.66481], [0.02987, -2.45960, 5.00588], [0.06434, -1.12746, 5.39182], [-1.15496, 1.56910, 4.09235], [-0.25209, 1.31237, 5.60200], [0.64834, 1.57554, 4.08982], [-0.49673, -3.27281, 3.00364], [0.23538, -3.26722, 5.67882], [0.24172, -0.77115, 6.32123]],
  "mulliken_spin": [0.00, 0.00, 0.00, 0.00, 0.00, 0.00, 0.02, 0.00, 0.12, -0.03, 0.15, 0.01, -0.01, 0.04, 2.79, -0.06, 0.00, 0.00, 0.00, 0.00, 0.00, -0.08, 0.00, -0.05, 0.00, 0.00, 0.01, 0.01, 0.00, 0.00, 0.00, -0.02, 0.00, 0.01, 0.00, 0.00, 0.00, 0.00, -0.03, 0.00, 0.01, 0.00, 0.00, 0.00, 0.00, 0.00, 0.06, 0.00, 0.00, 0.00, 0.00, 0.00, 0.00, 0.00, -0.02, 0.01, -0.01, 0.01, 0.00, 0.00, 0.00, 0.00, 0.00, 0.00, 0.01, 0.00, 0.00, 0.00, 0.00, 0.03, -0.06, 0.05, 0.01, 0.01, 0.00, 0.00, 0.00, 0.00, 0.00, 0.00],
  "e_homo_ev": [-13.87, -13.87],
  "e_lumo_ev": [-6.43, -6.54],
  "e_above_lowest_kj_mol": 122.11,
  "multiplicity": 4,
  "total_charge": 2,
  "homo_lumo_gap_ev": [7.4394, 7.3296]
}

Entry 2:
{
  "formula": "C41H58BrCoN2O4",
  "method": "ωB97M-V/def2-TZVPD",
  "symbols": ["Co", "C", "N", "C", "C", "C", "N", "C", "C", "C", "C", "C", "C", "C", "O", "C", "C", "C", "C", "C", "C", "C", "C", "C", "C", "C", "C", "C", "C", "C", "O", "C", "C", "C", "C", "C", "C", "C", "C", "H", "H", "H", "H", "H", "H", "H", "H", "H", "H", "H", "H", "H", "H", "H", "H", "H", "H", "H", "H", "H", "H", "H", "H", "H", "H", "H", "H", "H", "H", "H", "H", "H", "H", "H", "H", "H", "H", "H", "H", "H", "H", "H", "H", "H", "H", "H", "H", "H", "H", "H", "H", "H", "H", "Br", "C", "C", "C", "C", "C", "C", "C", "O", "O", "H", "H", "H", "H"],
  "positions_angstrom": [[-0.09450, 0.55250, -0.29530], [2.76020, 2.05510, -0.55960], [2.26670, 0.72580, -0.21150], [2.92380, -0.22350, -1.11130], [2.59700, 0.40620, 1.18240], [1.64660, -0.61740, 1.81280], [0.24250, -0.19250, 1.83310], [0.03400, 0.92640, 2.77590], [0.52560, 2.27870, 2.30460], [1.42680, 3.00420, 3.06900], [1.83710, 4.27340, 2.68920], [1.21430, 4.84040, 1.58040], [0.32770, 4.16020, 0.76690], [0.02810, 2.81410, 1.09150], [-0.67770, 2.07340, 0.27610], [-0.32730, 4.88800, -0.40280], [-0.93660, 3.98590, -1.48250], [-1.45530, 5.72520, 0.21790], [0.68260, 5.80100, -1.11590], [2.93960, 5.05120, 3.39060], [2.36120, 6.31900, 4.02970], [3.99950, 5.43480, 2.34550], [3.63030, 4.23690, 4.48780], [-0.63180, -1.34840, 2.12110], [-1.27060, -2.01410, 0.87300], [-1.54960, -3.46250, 0.95680], [-1.25470, -4.03030, -0.38830], [-2.25710, -3.65370, -1.47570], [-2.50270, -2.38710, -1.88250], [-2.25740, -1.21220, -1.05410], [-1.84900, -0.08000, -1.41850], [-3.06150, -2.08910, -3.27440], [-3.52070, -3.34960, -4.01140], [-1.93530, -1.41890, -4.06890], [-4.24890, -1.12870, -3.15340], [-0.88060, -5.52670, -0.40700], [-0.17050, -5.87160, -1.71910], [0.08000, -5.79840, 0.75480], [-2.13910, -6.38140, -0.24180], [3.85220, 2.11340, -0.44670], [2.30120, 2.81550, 0.06550], [2.50670, 2.26070, -1.59700], [4.01650, -0.09500, -1.07340], [2.58660, -0.05290, -2.13080], [2.67930, -1.24770, -0.84770], [2.55870, 1.32610, 1.76550], [3.61700, -0.00150, 1.25330], [1.99660, -0.81640, 2.83920], [1.70080, -1.54960, 1.24800], [0.50160, 0.69330, 3.74440], [-1.04310, 1.02160, 2.94090], [1.82370, 2.55040, 3.96590], [1.45860, 5.86030, 1.33460], [-1.79080, 3.43140, -1.11100], [-0.21060, 3.26850, -1.86270], [-1.27660, 4.60450, -2.31230], [-2.16960, 5.07060, 0.71140], [-1.97750, 6.29430, -0.54650], [-1.06080, 6.41520, 0.95980], [1.59070, 5.24960, -1.35220], [0.94560, 6.67010, -0.52060], [0.25430, 6.16390, -2.04800], [1.86480, 6.94390, 3.29340], [3.15440, 6.90250, 4.49280], [1.63600, 6.05340, 4.79470], [3.58560, 6.07110, 1.56930], [4.40480, 4.54280, 1.87210], [4.81870, 5.97330, 2.81540], [2.93850, 4.00960, 5.29510], [4.45450, 4.81360, 4.90400], [4.03660, 3.30950, 4.08970], [-1.45060, -1.03360, 2.77280], [-0.06730, -2.12440, 2.65190], [-2.25840, -3.86980, 1.65140], [-2.57400, -4.47710, -2.08700], [-2.67820, -3.98780, -4.26500], [-4.01360, -3.06280, -4.93560], [-4.23470, -3.91540, -3.42000], [-1.06650, -2.07220, -4.12100], [-1.63750, -0.49530, -3.58020], [-2.26930, -1.19240, -5.07930], [-5.04340, -1.57320, -2.55500], [-4.64510, -0.90570, -4.14170], [-3.94010, -0.19570, -2.68920], [0.77350, -5.33620, -1.78130], [-0.76950, -5.59370, -2.58100], [0.02290, -6.94060, -1.76230], [0.91300, -5.10220, 0.71230], [0.46840, -6.81090, 0.68520], [-0.42320, -5.67960, 1.71020], [-2.69980, -6.44150, -1.16980], [-2.78880, -5.96810, 0.52640], [-1.85770, -7.39140, 0.04650], [-3.97540, 1.91890, 2.82350], [-3.88720, 0.19200, 1.98760], [-4.85290, -0.75910, 2.32150], [-4.84340, -1.94240, 1.57750], [-3.85720, -2.22140, 0.67930], [-2.68990, -1.33300, 0.45160], [-2.90330, -0.02100, 1.07640], [-0.35480, -2.00380, -0.36180], [-0.08860, -3.24940, -0.77210], [0.32360, -1.08120, -0.85560], [-5.62160, -0.54390, 3.04480], [-5.65680, -2.64290, 1.70640], [-3.94480, -3.10330, 0.06510], [-2.25290, 0.78530, 0.78450]],
  "mulliken_spin": [0.94, 0.00, 0.02, 0.01, -0.01, 0.03, -0.04, 0.03, -0.03, 0.00, 0.00, 0.00, -0.01, 0.01, 0.14, 0.00, -0.01, 0.00, 0.00, 0.00, 0.00, 0.00, 0.00, 0.09, 0.01, 0.88, -0.10, 0.30, -0.15, 0.43, 0.16, 0.01, 0.00, 0.00, 0.03, -0.02, 0.01, 0.04, 0.00, 0.00, 0.00, 0.00, 0.00, 0.00, 0.00, 0.00, 0.00, 0.00, -0.01, 0.00, 0.00, 0.00, 0.00, 0.00, 0.01, 0.00, 0.00, 0.00, 0.00, 0.00, 0.00, 0.00, 0.00, 0.00, 0.00, 0.00, 0.00, 0.00, 0.00, 0.00, 0.00, 0.06, -0.08, -0.05, -0.02, 0.00, 0.00, 0.00, 0.00, 0.00, 0.00, -0.01, 0.00, -0.01, 0.00, -0.01, 0.00, -0.01, 0.00, -0.01, 0.00, 0.00, 0.00, 0.00, -0.18, 0.42, -0.13, 0.40, -0.06, 0.30, 0.31, 0.02, 0.10, 0.01, 0.00, 0.06, 0.10],
  "e_homo_ev": [-6.14, -7.43],
  "e_lumo_ev": [0.50, -0.91],
  "multiplicity": 5,
  "homo_lumo_gap_ev": [6.6377, 6.5183]
}

Entry 3:
{
  "formula": "C28H29ClIrPSi",
  "method": "ωB97M-V/def2-TZVPD",
  "symbols": ["C", "C", "C", "H", "C", "C", "H", "H", "H", "H", "Ir", "Cl", "P", "C", "C", "H", "C", "H", "C", "H", "C", "H", "C", "H", "C", "C", "H", "C", "H", "C", "H", "C", "H", "C", "H", "C", "C", "H", "C", "H", "C", "H", "C", "H", "C", "H", "C", "Si", "C", "C", "C", "C", "H", "H", "H", "H", "H", "H", "H", "H", "H"],
  "positions_angstrom": [[-0.76151, -2.23640, 2.49507], [-0.64186, -2.56019, 1.10939], [0.72780, -2.77355, 0.80221], [-1.47446, -2.64639, 0.41088], [1.50875, -2.60791, 2.00081], [0.58403, -2.25054, 3.08059], [0.86405, -1.92094, 4.07654], [-1.67658, -1.96301, 3.02474], [1.14400, -3.08353, -0.16867], [2.59001, -2.64736, 2.09505], [0.57686, -0.64381, 1.92748], [2.23201, 0.56309, 0.88216], [0.27767, -0.31182, -1.93401], [1.53173, -1.44586, -2.38856], [1.19170, -2.18764, -3.53732], [0.17828, -2.11018, -3.94116], [2.19394, -2.92967, -4.12627], [1.93964, -3.49144, -5.01838], [3.48005, -2.93974, -3.56112], [4.24765, -3.53896, -4.04737], [3.79071, -2.23865, -2.38652], [4.78974, -2.27486, -1.94956], [2.80359, -1.48630, -1.76884], [3.00513, -0.89868, -0.85937], [-1.39316, -0.80491, -2.22705], [-1.75400, -2.16977, -2.11899], [-1.05375, -2.90860, -1.71418], [-3.00231, -2.53568, -2.60657], [-3.28892, -3.58734, -2.56203], [-3.85140, -1.55328, -3.13436], [-4.82884, -1.84288, -3.50673], [-3.51399, -0.18525, -3.13731], [-4.18716, 0.58215, -3.51831], [-2.29785, 0.21731, -2.62686], [-1.97003, 1.25954, -2.59584], [0.65134, 1.40597, -2.20260], [1.19784, 1.54317, -3.48171], [1.43692, 0.63474, -4.05042], [1.35214, 2.83724, -3.96099], [1.73766, 2.94021, -4.97138], [1.01522, 3.91320, -3.13050], [1.14994, 4.91384, -3.53325], [0.54231, 3.75883, -1.80997], [0.31307, 4.61774, -1.18406], [0.36470, 2.48254, -1.31070], [0.03289, 2.28848, -0.27293], [-2.36969, 3.37142, 4.83333], [-0.94209, 2.18581, 4.67339], [0.71330, 2.91260, 5.15612], [-1.20047, 0.64457, 5.71333], [-0.92017, 1.81772, 2.86708], [-0.45382, 0.88552, 2.10972], [-2.48357, 3.77721, 5.84515], [-3.29850, 2.85762, 4.54967], [-2.20734, 4.19783, 4.12875], [0.70446, 3.27265, 6.19620], [1.51408, 2.16103, 5.05303], [0.95772, 3.75554, 4.49195], [-2.13022, 0.12031, 5.43671], [-0.36721, -0.07175, 5.60664], [-1.27202, 0.92900, 6.77789]],
  "mulliken_spin": [0.03, 0.12, 0.13, -0.01, 0.00, 0.09, 0.02, 0.00, 0.00, 0.01, 1.26, 0.10, 0.44, 0.10, 0.34, 0.08, -0.15, 0.00, 0.41, 0.04, -0.11, 0.00, 0.27, 0.05, 0.00, 0.15, 0.05, -0.08, 0.00, 0.13, 0.01, -0.06, 0.00, 0.10, 0.01, 0.10, 0.04, 0.02, -0.01, 0.00, 0.03, 0.00, -0.01, 0.00, 0.02, 0.00, 0.01, 0.00, 0.00, 0.01, 0.66, -0.37, 0.00, 0.00, 0.00, 0.00, 0.00, 0.00, 0.00, 0.00, 0.00],
  "e_homo_ev": [-3.68, -8.32],
  "e_lumo_ev": [0.04, -2.30],
  "multiplicity": 5,
  "homo_lumo_gap_ev": [3.7212, 6.0127]
}

Entry 4:
{
  "formula": "C5H31NO11",
  "method": "ωB97M-V/def2-TZVPD",
  "symbols": ["O", "C", "C", "C", "C", "N", "C", "O", "H", "H", "H", "H", "H", "H", "H", "H", "H", "H", "H", "H", "H", "O", "H", "H", "O", "H", "H", "O", "H", "H", "O", "H", "H", "O", "H", "H", "O", "H", "H", "O", "H", "H", "O", "H", "H", "O", "H", "H"],
  "positions_angstrom": [[-0.89930, -2.49232, 1.23955], [-1.04910, -2.67750, -0.21724], [-0.88155, -1.30240, -0.66050], [0.46622, -0.82731, -0.03342], [1.00762, 0.43128, -0.60646], [2.30618, 0.87596, 0.05000], [3.37926, -0.13613, -0.25063], [3.68230, 0.04505, -1.63720], [-1.70380, -1.97334, 1.56565], [-0.23643, -3.37442, -0.40784], [-1.91651, -3.30077, -0.37579], [-0.87471, -1.21710, -1.74725], [-1.55970, -0.56696, -0.14319], [0.38582, -0.91352, 1.02320], [1.23661, -1.66570, -0.18097], [0.32197, 1.26106, -0.40222], [1.16146, 0.37168, -1.70569], [2.54257, 1.78760, -0.29832], [3.04315, -1.09943, 0.00674], [4.31505, 0.07791, 0.32533], [3.90519, -0.81504, -2.01036], [-3.61314, -0.89141, 1.07826], [-3.46341, -1.66137, 1.68993], [-4.54667, -0.88094, 1.28763], [2.67812, 0.18635, 2.85296], [2.18498, 0.33088, 2.02095], [3.19103, -0.55909, 2.45490], [-1.92314, 0.19164, -3.93267], [-1.04155, 0.54596, -4.19698], [-2.08120, 0.67770, -3.11336], [-1.98841, -0.54638, 4.43822], [-1.04340, -0.49851, 4.30914], [-2.40460, 0.05164, 3.79541], [-0.70611, 3.44776, 1.76214], [-0.03269, 4.08740, 2.07948], [-0.19357, 2.66250, 1.98960], [0.90414, 1.27932, -3.65448], [1.71846, 1.74196, -3.85401], [1.19610, 0.34527, -3.74314], [-0.82581, 2.89462, -1.23228], [-0.58335, 3.00688, -0.34662], [-0.03295, 2.71340, -1.74444], [-3.97474, 1.30536, -1.30257], [-4.07670, 1.38685, -2.24129], [-3.10539, 1.60383, -1.00806], [2.42294, -2.64728, 1.74045], [2.43821, -2.75758, 2.70800], [1.44895, -2.75839, 1.61765]],
  "mulliken_charge": [-0.48, -0.61, -0.29, -0.62, 0.99, -0.42, -0.68, -0.50, 0.11, 0.29, 0.27, 0.33, 0.07, 0.77, -0.02, -0.76, 0.23, 0.27, 0.52, 0.28, 0.30, -0.54, 0.28, 0.28, -0.69, 0.29, 0.35, -0.65, 0.35, 0.27, -0.64, 0.31, 0.33, -0.67, 0.34, 0.31, -0.62, 0.26, 0.34, -0.63, 0.36, 0.34, -0.63, 0.29, 0.31, -0.62, 0.33, 0.31],
  "e_homo_ev": -9.64,
  "e_lumo_ev": 0.06,
  "e_above_lowest_kj_mol": 438.69,
  "smiles": "OCCCCNCO.O.O.O.O.O.O.O.O.O",
  "homo_lumo_gap_ev": 9.7024
}